# 1
Here is 7 unconnected molecules or ions with the total composition C42H66BF9N3O21S from the Open Molecules 2025 dataset. Energies are from ωB97M-V/def2-TZVPD.

The HOMO-LUMO gap is 0.3124 Ha. As for the energy above the lowest of the compared OMol25 structures with the same formula, charge and spin: 0.00 kcal/mol. As for the charge: +1. For the HOMO energy, the calculation gives -0.4108 Ha. As for the spin multiplicity: 1.

Structure (XYZ):
```
143
C42H66BF9N3O21S ωB97M-V/def2-TZVPD
N 0.4404 -0.3966 5.6104
C -0.0394 0.7671 4.7835
C -0.8811 0.2237 3.5566
C -0.4964 0.6816 2.0782
B 1.0401 0.1617 1.9692
N 2.2930 0.9509 1.7998
O 1.3196 -1.2665 2.1285
C -1.3516 -0.4611 1.2556
C -2.1093 0.2762 0.0076
C -3.6833 0.4158 -0.0031
C -4.4810 -0.5532 0.9728
C -6.0562 -0.4808 0.8509
F -6.3849 -0.5868 -0.5113
F -6.5474 -1.6773 1.4555
C -6.7229 0.7615 1.6041
F -7.4213 0.2110 2.7124
F -5.7256 1.5786 2.2022
C -7.8073 1.5739 0.7799
F -8.4783 2.4039 1.7136
F -8.8061 0.6998 0.3041
C -7.2710 2.5328 -0.3637
F -7.1248 1.9410 -1.6127
F -8.2538 3.5328 -0.5370
F -6.0906 3.2059 -0.0787
C -1.1510 1.5481 0.0142
S -1.6893 2.6860 -1.3250
N -0.9561 1.9985 1.4617
C -2.1416 2.4897 2.2198
C -2.9754 3.7161 1.7105
C -2.4906 5.1737 2.2179
O -1.9903 5.9995 1.1255
C 0.0024 3.1116 1.2213
C 0.5307 3.7830 2.6971
C 2.1216 4.3200 2.6670
O 0.7943 5.2513 2.6676
H 1.3678 -0.1856 5.9894
H -0.2148 -0.6102 6.3671
H 0.8495 1.4301 4.5774
H -0.7542 1.3566 5.4672
H -0.7428 -0.9177 3.5795
H -1.9929 0.3344 3.8312
H 2.4528 1.3102 0.8588
H 2.4806 1.6239 2.5450
H 1.4907 -1.6085 1.2241
H -2.0140 -1.1470 1.8649
H -0.7364 -1.2209 0.6589
H -1.8805 -0.3419 -0.9314
H -3.9608 1.4956 0.2726
H -4.0815 0.2728 -1.0692
H -4.1630 -1.6331 0.7626
H -4.1422 -0.3366 2.0423
H -0.2168 1.0988 -0.4848
H -1.1429 2.1987 -2.5187
H -1.9188 2.7172 3.3230
H -2.8769 1.6080 2.2803
H -3.1999 3.8213 0.6113
H -4.0129 3.5998 2.1991
H -3.4187 5.7429 2.5828
H -1.7922 5.1399 3.1095
H -1.0163 6.0603 1.1684
H -0.4373 4.0558 0.7790
H 0.9284 2.8676 0.6325
H 0.1381 3.2930 3.7034
H 2.2580 3.6924 3.6468
H 2.5692 5.2296 3.1584
C -2.0584 -6.1049 -1.8892
C -1.6818 -4.8190 -1.1928
C -2.8621 -4.0372 -0.6988
O -2.3569 -2.7022 -0.7047
C -1.4113 -2.6551 -1.6851
O -0.9362 -1.6426 -2.1246
O -1.0797 -3.9013 -2.1064
H -1.1769 -6.5683 -2.3397
H -2.5114 -6.8126 -1.1913
H -2.7615 -5.9185 -2.7038
H -0.9621 -5.0182 -0.3907
H -3.1761 -4.3353 0.3025
H -3.7239 -4.0814 -1.3716
C 7.3302 6.0291 5.2312
C 6.1883 5.4536 4.4254
C 4.8986 5.3717 5.1890
O 4.2342 4.2902 4.5362
C 5.2122 3.4735 4.0546
O 5.0237 2.3641 3.6500
O 6.4278 4.0823 4.1017
H 8.2685 5.9495 4.6767
H 7.1516 7.0788 5.4729
H 7.4694 5.4758 6.1602
H 6.0698 6.0064 3.4863
H 4.3123 6.2898 5.1246
H 5.0330 5.1077 6.2424
C 1.8961 -3.0934 -4.9188
C 1.8025 -4.4753 -5.5245
C 0.7533 -4.5924 -6.5899
O 0.4169 -5.9751 -6.5275
C 0.6407 -6.3698 -5.2436
O 0.2576 -7.4048 -4.7749
O 1.3524 -5.4283 -4.5598
H 2.5812 -3.0942 -4.0671
H 2.2471 -2.3661 -5.6532
H 0.9248 -2.7657 -4.5378
H 2.7853 -4.7981 -5.8856
H 1.1265 -4.3236 -7.5789
H -0.1478 -4.0089 -6.3775
C -5.6514 -9.0271 -6.5207
C -4.5600 -8.0524 -6.1376
C -3.9823 -8.3019 -4.7751
O -3.5258 -7.0051 -4.4014
C -4.3342 -6.1150 -5.0402
O -4.3859 -4.9475 -4.7860
O -5.0800 -6.7293 -5.9992
H -6.1212 -8.7256 -7.4597
H -5.2534 -10.0374 -6.6342
H -6.4431 -9.0448 -5.7668
H -3.7830 -8.0315 -6.9094
H -3.1592 -9.0173 -4.7918
H -4.7251 -8.6294 -4.0410
C 10.1863 4.9635 11.2648
C 9.4646 4.7508 9.9526
C 9.7463 5.8148 8.9319
O 8.5661 5.7838 8.1341
C 7.5597 5.3690 8.9527
O 6.3968 5.4398 8.6824
O 8.0509 4.8699 10.1200
H 9.8499 4.2375 12.0084
H 11.2664 4.8650 11.1393
H 9.9699 5.9537 11.6746
H 9.6757 3.7490 9.5625
H 10.6312 5.5987 8.3322
H 9.8432 6.8158 9.3632
C -0.3140 -2.1567 -11.5725
C 0.6941 -1.2940 -10.8465
C 2.1092 -1.7743 -10.9874
O 2.7148 -1.2745 -9.7989
C 1.7294 -1.2090 -8.8629
O 1.9165 -1.0476 -7.6931
O 0.5008 -1.3590 -9.4328
H -1.3317 -1.8390 -11.3341
H -0.1718 -2.1017 -12.6536
H -0.2319 -3.2016 -11.2610
H 0.5887 -0.2479 -11.1545
H 2.6019 -1.3774 -11.8756
H 2.1990 -2.8651 -10.9864
```

=====

# 2
Here is a molecular structure, C42H66BaClO8P3Si from the Open Molecules 2025 dataset. Energies are from ωB97M-V/def2-TZVPD.

The HOMO-LUMO gap is 0.1830 Ha. As for the energy above the lowest of the compared OMol25 structures with the same formula, charge and spin: 25.97 kcal/mol. As for the charge: -2. For the HOMO energy, the calculation gives -0.0418 Ha. As for the spin multiplicity: 1.

Structure (XYZ):
```
122
C42H66BaClO8P3Si ωB97M-V/def2-TZVPD
Ba -0.7869 -0.5086 -2.5073
C 2.2958 0.2617 -3.8735
C 2.4915 1.0357 -2.5841
C 3.3500 2.2992 -2.8020
P 2.7801 -0.2214 -1.2536
C 4.3319 -1.1799 -1.6668
C 4.7794 -2.0586 -0.4824
C 5.5221 -0.5340 -2.4077
C 3.3572 0.8241 0.1574
C 4.6525 1.3706 0.1100
C 5.1679 2.1545 1.1546
C 4.3487 2.4595 2.2666
C 3.0357 1.9682 2.2603
C 2.5390 1.0946 1.2588
Si 0.8538 0.4166 1.8261
C -0.0038 2.0664 2.3538
C 0.0132 2.4959 3.7031
C -0.6099 3.6904 4.0769
C -1.3194 4.4221 3.1266
C -1.3965 3.9870 1.8225
C -0.7184 2.8542 1.4127
P -0.7606 2.2733 -0.3085
C -0.2320 3.7975 -1.2788
C 1.1573 4.1484 -0.7925
C -0.9995 5.1047 -1.4387
C -2.5916 1.8849 -0.5928
C -3.0561 1.1360 0.6621
C -3.5888 3.0031 -1.0165
C 1.1378 -0.5133 3.4760
C 2.1137 -0.2695 4.4558
C 2.2639 -1.1209 5.5316
C 1.5141 -2.2625 5.6105
C 0.5051 -2.5337 4.6853
C 0.3646 -1.6775 3.6444
P -1.0041 -1.7884 2.5225
C -2.4710 -1.3468 3.6100
C -2.3676 0.0860 4.1518
C -2.8830 -2.2319 4.7766
C -1.3319 -3.4527 1.7413
C -2.7275 -4.0073 1.8866
C -0.2464 -4.4453 2.1899
H 1.7080 0.8198 -4.5691
H 1.8504 -0.7105 -3.7412
H 3.2300 0.0579 -4.3776
H 1.5107 1.3774 -2.2577
H 4.1935 2.0167 -3.4594
H 3.7048 2.7549 -1.8902
H 2.7362 3.0547 -3.3551
H 3.9252 -1.8937 -2.3464
H 4.8421 -1.4619 0.4409
H 5.7634 -2.4899 -0.7033
H 4.0751 -2.8400 -0.2575
H 6.2773 -0.0900 -1.7277
H 5.2094 0.2226 -3.0777
H 6.0380 -1.3512 -2.9289
H 5.2741 1.1032 -0.7083
H 6.1807 2.5068 1.0349
H 4.6599 3.0280 3.1633
H 2.4036 2.2644 3.0859
H 0.5487 1.8926 4.4443
H -0.6047 4.0183 5.1220
H -1.8421 5.3414 3.4206
H -1.9433 4.5133 1.0433
H -0.1326 3.3684 -2.2890
H 1.1114 4.6038 0.1953
H 1.5364 4.8682 -1.5223
H 1.8135 3.2829 -0.7767
H -0.7714 5.7085 -0.5572
H -2.0744 4.9681 -1.5257
H -0.6207 5.6632 -2.2770
H -2.5675 1.2385 -1.4948
H -3.4905 1.8350 1.3711
H -2.2172 0.6082 1.1011
H -3.8480 0.4405 0.3712
H -3.6201 3.9296 -0.3942
H -4.6251 2.5979 -0.9669
H -3.4028 3.3104 -2.0591
H 2.7435 0.6210 4.3462
H 3.0655 -0.9817 6.2041
H 1.7092 -2.9708 6.4247
H -0.1407 -3.3758 4.8389
H -3.2834 -1.3340 2.8603
H -1.4253 0.1656 4.6778
H -3.2193 0.2781 4.8159
H -2.3771 0.8101 3.3421
H -2.2074 -2.0608 5.6179
H -2.8767 -3.3072 4.5642
H -3.9054 -1.9328 5.0915
H -1.1748 -3.1811 0.6791
H -2.9505 -4.3146 2.9151
H -2.8611 -4.8883 1.2213
H -3.5220 -3.3342 1.5883
H -0.5606 -4.8157 3.1855
H 0.7555 -3.9842 2.2463
H -0.1423 -5.2669 1.4631
O 2.0098 -2.4398 0.6678
H 1.1617 -2.1476 1.0776
H 1.9443 -2.0480 -0.1798
O -3.1881 0.7654 -3.4622
O -1.7992 1.1028 -3.8811
O -0.9797 -0.9026 -0.0179
C -0.3345 -0.8314 1.1573
C -5.7514 -0.8054 -4.2868
C -4.3299 -1.3998 -4.1921
C -3.6064 -1.5265 -5.5393
C -4.5608 -2.8344 -3.6940
C -3.3488 -0.6705 -3.2712
H -6.3973 -1.3939 -4.9538
H -5.7147 0.2371 -4.6034
H -6.2154 -0.7964 -3.2692
H -4.1351 -2.1711 -6.2003
H -2.6212 -1.9743 -5.3273
H -3.4663 -0.5577 -6.0106
H -5.2578 -3.3653 -4.3231
H -4.9956 -2.8233 -2.6930
H -3.5859 -3.3998 -3.6451
H -3.7939 -0.7454 -2.2387
O 1.8982 -4.3774 -5.7396
Cl 3.0124 -4.1415 -4.8454
O 4.0627 -3.5072 -5.6281
O 3.5013 -5.3750 -4.2207
O 2.5524 -3.2374 -3.7624
```

=====

The highest energy above the lowest of the compared OMol25 structures with the same formula, charge and spin belongs to which entry?
C42H66BaClO8P3Si